Record 1
{
  "formula": "C3H2CdO2",
  "method": "wB97M-V/def2-TZVPD",
  "lumo_energy_ev": [-14.087, -14.087],
  "total_charge": 2,
  "e_above_lowest_kcal_mol": 0.0,
  "gap_ev": [4.60, 4.60],
  "total_energy_ha": -432.82515,
  "symbols": ["O", "C", "C", "H", "H", "C", "O", "Cd"],
  "xyz": [[-2.00976, -1.13995, -0.02986], [-2.53038, 2.25976, 0.66076], [-2.50714, 2.28415, -0.55005], [-2.50780, 2.32158, 1.73559], [-2.45374, 2.37060, -1.62226], [-0.87571, -0.80518, -0.07908], [0.09205, -0.14462, -0.11226], [1.36152, 1.35745, -0.08789]],
  "forces_ev_per_angstrom": [[5.450, 0.413, -0.269], [0.600, 0.091, -0.090], [0.610, 0.017, 0.055], [-0.329, -0.080, -0.268], [-0.360, -0.054, 0.278], [-7.834, -0.718, 0.386], [1.141, -1.365, -0.145], [0.722, 1.697, 0.053]],
  "lowdin_charge": [0.341, 0.059, 0.050, 0.056, 0.053, -0.267, -0.018, 1.727]
}

Record 2
{
  "formula": "H2N4O2",
  "method": "wB97M-V/def2-TZVPD",
  "lumo_energy_ev": 1.005,
  "smiles": "[H]/N=[NH+]\\[O-].N#[N+][O-]",
  "e_above_lowest_kcal_mol": 61.9,
  "gap_ev": 11.59,
  "total_energy_ha": -370.52552,
  "symbols": ["H", "N", "N", "O", "H", "N", "N", "O"],
  "xyz": [[1.34513, -1.47725, -0.22833], [0.70661, -0.65605, 0.00483], [1.47928, 0.27121, 0.02293], [2.66294, 0.36372, 0.05300], [0.82823, 1.18935, 0.14674], [-1.30294, 0.56542, -0.00006], [-2.31422, 0.07702, 0.04715], [-3.40503, -0.33342, -0.04626]],
  "forces_ev_per_angstrom": [[-0.967, 0.457, 0.710], [0.717, -5.281, -1.447], [-3.695, 5.403, 1.496], [3.038, 0.040, -0.485], [1.976, -1.459, -0.296], [-1.883, 0.009, 0.570], [1.894, 1.760, -0.914], [-1.080, -0.929, 0.367]],
  "lowdin_charge": [0.116, 0.058, -0.392, -0.004, 0.186, 0.209, -0.268, 0.095]
}

Record 3
{
  "formula": "C33H38BrCl2N5O2SW",
  "method": "wB97M-V/def2-TZVPD",
  "lumo_energy_ev": -5.912,
  "total_charge": 2,
  "e_above_lowest_kcal_mol": 0.7,
  "gap_ev": 6.95,
  "total_energy_ha": -5663.80832,
  "symbols": ["W", "O", "C", "C", "C", "C", "C", "C", "C", "O", "N", "N", "C", "C", "Br", "C", "C", "C", "C", "C", "C", "C", "H", "H", "H", "H", "H", "H", "H", "H", "H", "H", "H", "H", "H", "H", "Cl", "C", "Cl", "H", "H", "C", "C", "C", "C", "C", "C", "C", "C", "C", "S", "C", "N", "H", "H", "H", "H", "H", "H", "H", "H", "C", "C", "N", "C", "C", "C", "C", "N", "H", "H", "H", "H", "H", "H", "H", "H", "H", "H", "H", "H", "H", "H"],
  "xyz": [[0.40695, 0.48636, 0.22770], [0.60988, 4.58226, 3.79841], [1.94523, 4.37479, 3.56740], [2.94700, 5.10240, 4.18974], [4.27250, 4.78923, 3.93378], [4.60021, 3.75203, 3.07073], [3.59090, 3.03485, 2.44853], [2.26069, 3.35134, 2.68120], [1.12302, 2.62267, 2.03391], [1.55390, 1.75047, 1.00783], [0.44291, 1.76354, 2.99449], [-0.36253, 0.86952, 2.33231], [-1.41285, 0.42130, 2.91138], [-2.18140, -0.66837, 2.34834], [-1.13961, -1.60072, 1.05457], [-3.42909, -0.99649, 2.68786], [-4.28143, -2.07703, 2.19232], [-3.79569, -3.35696, 1.91660], [-4.65102, -4.33878, 1.44492], [-5.99377, -4.05299, 1.23655], [-6.48935, -2.78993, 1.53054], [-5.64237, -1.81291, 2.02333], [0.48456, 5.35292, 4.36360], [2.69162, 5.90262, 4.87442], [5.05443, 5.35708, 4.41925], [5.63664, 3.50952, 2.88286], [3.83228, 2.23409, 1.76154], [0.41479, 3.33349, 1.58809], [-0.03529, 2.29228, 3.72025], [-1.73517, 0.83191, 3.86512], [-3.88739, -0.32237, 3.40846], [-2.76435, -3.60952, 2.12492], [-4.27428, -5.33537, 1.25784], [-6.65903, -4.82256, 0.86913], [-7.53911, -2.57169, 1.39084], [-6.03339, -0.83289, 2.26832], [2.62179, -0.93022, 2.51237], [2.81844, -2.60139, 3.09760], [1.91351, -3.74942, 2.10820], [2.44099, -2.63852, 4.11188], [3.87164, -2.84844, 3.04888], [3.57981, 0.41719, -1.04417], [2.63965, 1.20193, -1.90571], [3.16839, 1.75639, -3.09001], [2.38416, 2.50450, -3.91127], [1.03987, 2.74587, -3.55800], [0.18186, 3.55115, -4.34073], [-1.10515, 3.77567, -3.94266], [-1.57974, 3.20580, -2.74765], [-0.76537, 2.41622, -1.97497], [-1.35945, 1.67484, -0.48693], [0.56421, 2.16822, -2.36573], [1.36552, 1.37182, -1.56551], [4.52870, 0.95028, -0.98104], [3.78992, -0.55213, -1.50206], [3.21663, 0.27104, -0.03218], [4.21010, 1.57947, -3.31874], [2.78175, 2.93391, -4.82263], [0.56628, 3.98950, -5.25250], [-1.76375, 4.39477, -4.53549], [-2.59733, 3.39505, -2.42889], [-1.36210, -4.39735, -2.63112], [-0.43012, -3.41480, -3.32499], [-0.10811, -2.23933, -2.49210], [-0.85365, -1.01992, -2.82248], [-2.35265, -1.10807, -2.60012], [0.85315, -2.28482, -1.57937], [1.74843, -3.49366, -1.54737], [1.09796, -1.31610, -0.70673], [-1.57673, -5.23077, -3.29926], [-2.30612, -3.92583, -2.36239], [-0.91922, -4.80681, -1.72249], [-0.89826, -3.02778, -4.22920], [0.48982, -3.90237, -3.64026], [-0.64549, -0.80005, -3.87328], [-0.42994, -0.20307, -2.24885], [-2.81531, -1.84073, -3.26039], [-2.59506, -1.36310, -1.56864], [-2.79910, -0.13865, -2.82348], [2.30278, -3.57102, -2.48342], [1.17696, -4.41161, -1.42443], [2.45679, -3.42592, -0.72674], [1.89314, -1.58783, -0.13205]],
  "forces_ev_per_angstrom": [[0.087, 0.080, 0.046], [-0.049, 0.030, 0.007], [0.108, -0.010, 0.047], [-0.056, 0.007, 0.002], [0.019, -0.026, -0.013], [-0.004, 0.026, 0.018], [-0.006, 0.044, -0.052], [0.003, -0.060, 0.043], [0.085, -0.027, -0.111], [-0.043, 0.060, 0.089], [-0.126, -0.050, -0.025], [-0.002, -0.018, 0.018], [0.000, 0.067, 0.024], [0.020, 0.024, 0.022], [-0.127, -0.042, -0.096], [-0.004, 0.003, -0.052], [0.003, -0.025, 0.007], [0.007, 0.006, -0.010], [-0.001, 0.004, 0.002], [0.001, 0.008, 0.012], [-0.006, -0.016, -0.003], [0.009, 0.033, -0.011], [0.003, 0.006, -0.001], [0.005, 0.001, 0.004], [0.000, 0.003, 0.001], [0.000, -0.002, -0.001], [-0.006, 0.000, 0.006], [0.025, 0.031, -0.012], [0.026, 0.004, 0.002], [0.018, 0.008, -0.004], [0.011, -0.005, 0.019], [0.022, 0.008, -0.005], [0.001, -0.001, 0.001], [-0.003, 0.000, -0.002], [-0.002, -0.001, 0.002], [-0.001, 0.001, 0.004], [0.000, 0.045, -0.001], [0.019, 0.045, -0.005], [-0.013, -0.023, -0.008], [-0.001, -0.017, -0.004], [-0.007, -0.016, 0.002], [0.032, 0.030, 0.012], [-0.033, 0.011, 0.002], [0.026, -0.008, 0.026], [0.000, 0.028, -0.031], [-0.004, -0.011, 0.041], [-0.012, -0.005, -0.004], [-0.008, 0.018, -0.013], [0.010, -0.014, 0.019], [-0.074, 0.015, -0.039], [-0.028, -0.177, 0.130], [0.081, -0.001, -0.029], [0.030, -0.139, -0.027], [0.004, -0.009, -0.007], [-0.011, 0.000, 0.005], [-0.003, 0.013, 0.001], [0.000, 0.004, -0.007], [0.005, -0.002, 0.000], [0.001, 0.001, -0.001], [0.004, 0.004, -0.004], [-0.002, -0.008, 0.008], [-0.006, -0.010, -0.001], [-0.002, -0.006, -0.014], [0.010, 0.017, 0.016], [0.015, 0.011, -0.015], [0.007, 0.001, 0.008], [-0.062, -0.003, 0.011], [0.010, -0.008, -0.001], [0.021, 0.045, -0.050], [-0.002, -0.001, -0.001], [0.000, 0.001, 0.003], [0.000, 0.006, -0.003], [0.005, -0.001, 0.003], [0.002, -0.002, -0.002], [0.003, -0.006, -0.001], [-0.017, -0.013, -0.008], [-0.007, -0.001, 0.002], [0.001, -0.006, 0.007], [0.003, 0.002, -0.003], [-0.001, 0.002, -0.004], [0.007, 0.004, 0.000], [-0.003, 0.003, 0.005], [-0.016, 0.007, 0.002]],
  "lowdin_charge": [1.125, 0.057, -0.262, -0.001, -0.056, -0.066, -0.018, -0.110, -0.356, -0.339, 0.050, -0.165, -0.159, -0.530, 0.957, -0.042, -0.237, -0.068, -0.062, -0.055, -0.054, -0.024, 0.123, 0.124, 0.116, 0.110, 0.102, 0.153, 0.144, 0.155, 0.142, 0.086, 0.112, 0.115, 0.116, 0.121, 0.576, -0.940, 0.552, 0.038, 0.038, -0.025, -0.267, 0.011, 0.042, -0.138, 0.001, -0.038, -0.068, -0.541, 0.722, -0.227, -0.014, 0.105, 0.098, 0.013, 0.130, 0.137, 0.128, 0.122, 0.117, -0.048, -0.177, -0.046, -0.198, -0.066, -0.389, 0.014, -0.111, 0.093, 0.071, 0.070, 0.129, 0.117, 0.140, 0.034, 0.081, 0.050, 0.082, 0.108, 0.091, 0.059, 0.016]
}